Entry 1:
Entry from the OMol25 dataset: a molecular structure, C45H37Br2Cl5EuN17O5S2 at a distorted geometry (ωB97M-V/def2-TZVPD).

Output
multiplicity = 7
orbital gap (alpha / beta) = 5.011 / 5.778 eV
⟨S²⟩ = 12.02
charge = -2

XYZ file:
```
114
Properties=species:S:1:pos:R:3:mulliken_spin:R:1
Eu -0.705 0.175 -1.290 6.083
C 3.933 1.921 0.758 0.000
C 3.680 2.340 -0.663 0.001
C 4.780 2.731 -1.522 0.000
C 4.512 3.263 -2.752 0.000
C 3.182 3.351 -3.179 0.001
C 2.772 4.072 -4.353 0.000
Br 3.922 4.592 -5.760 0.000
C 1.439 4.395 -4.537 0.000
C 0.430 3.838 -3.745 -0.002
Br -1.295 4.161 -4.391 0.000
C 0.710 3.017 -2.582 -0.004
O -0.166 2.382 -1.900 -0.006
C 2.146 2.883 -2.289 0.000
N 2.436 2.352 -1.095 0.000
H 4.351 0.885 0.857 0.000
H 2.964 1.908 1.247 0.000
H 4.591 2.644 1.280 0.000
H 5.806 2.516 -1.184 0.000
H 5.316 3.636 -3.397 0.000
H 1.171 5.088 -5.308 0.000
N -1.964 0.391 -5.214 0.000
C -0.647 0.094 -4.995 0.001
N 0.256 0.049 -6.004 0.000
N 1.422 -0.248 -5.376 0.000
N 1.234 -0.326 -4.054 0.000
N -0.077 -0.146 -3.786 -0.016
C -2.903 0.099 -4.233 -0.001
N -4.186 -0.024 -4.535 0.000
N -4.762 -0.481 -3.368 -0.001
N -3.823 -0.453 -2.412 0.000
N -2.645 -0.134 -2.890 -0.010
H -2.276 0.485 -6.159 0.000
O -3.147 -5.793 -0.196 0.000
C -3.185 -4.968 0.904 0.000
C -3.706 -5.497 2.088 0.000
C -3.586 -4.775 3.284 0.000
C -3.161 -3.448 3.265 0.000
C -2.700 -2.877 2.043 0.000
C -2.682 -3.597 0.879 -0.001
C -1.989 -3.060 -0.332 -0.003
O -1.391 -1.928 -0.271 -0.028
N -1.836 -3.893 -1.372 -0.001
N -0.921 -3.605 -2.254 0.000
C -1.005 -3.990 -3.484 0.000
S -2.405 -4.751 -4.237 0.000
C -1.664 -5.027 -5.886 0.000
C -0.201 -5.200 -5.779 0.000
S 0.517 -4.160 -4.467 0.000
H -2.759 -5.201 -0.927 0.000
H -4.095 -6.509 2.039 0.000
H -3.807 -5.307 4.192 0.000
H -3.192 -2.869 4.176 0.000
H -2.210 -1.914 2.100 0.000
H -1.904 -4.170 -6.529 0.000
H -2.245 -5.897 -6.268 0.000
H 0.338 -4.894 -6.699 0.000
H 0.102 -6.229 -5.520 0.000
N 6.354 -3.862 -0.937 0.000
C 5.168 -4.149 -0.375 0.000
O 4.990 -5.151 0.358 0.000
C 3.990 -3.194 -0.607 0.000
C 4.014 -2.268 -1.639 0.000
C 2.874 -1.515 -1.870 0.000
N 1.793 -1.579 -1.112 0.001
C 1.758 -2.455 -0.092 0.001
C 2.816 -3.307 0.147 0.000
H 7.171 -4.431 -0.641 0.000
H 6.558 -2.968 -1.384 0.000
H 4.924 -2.092 -2.229 0.000
H 2.849 -0.830 -2.702 -0.001
H 0.915 -2.395 0.544 0.000
H 2.700 -4.117 0.901 0.000
C -0.814 6.005 4.430 0.000
C -0.645 4.912 3.411 0.000
C -1.221 3.677 3.609 0.000
C -1.039 2.675 2.632 0.002
N -0.441 2.876 1.457 -0.003
C 0.102 4.077 1.276 0.001
C 0.048 5.122 2.210 0.000
H -0.897 5.596 5.435 0.000
H -1.729 6.574 4.185 0.000
H 0.018 6.707 4.435 0.000
H -1.855 3.448 4.466 0.000
H -1.441 1.681 2.803 0.000
H 0.601 4.313 0.299 0.000
H 0.509 6.087 2.019 0.000
Cl -3.412 3.945 -1.478 -0.001
C -3.699 3.010 -0.063 -0.004
C -3.515 1.651 -0.088 -0.005
C -4.362 0.929 0.774 -0.003
Cl -4.589 -0.702 0.484 0.000
C -5.141 1.576 1.799 -0.002
Cl -6.283 0.641 2.652 0.000
C -5.027 2.945 2.006 0.001
Cl -5.909 3.712 3.283 0.000
C -4.231 3.699 1.125 -0.002
Cl -3.945 5.342 1.463 0.000
N 0.510 -0.322 1.895 0.001
C 0.819 -0.258 3.060 0.001
N 1.135 -0.192 4.337 0.000
C 0.426 -1.046 5.306 0.000
C 0.002 -0.113 6.478 0.000
O 1.179 0.495 7.073 0.000
C 1.855 1.336 6.126 0.000
C 2.295 0.519 4.902 0.000
H 1.047 -1.853 5.721 0.000
H -0.517 -1.426 4.860 0.000
H -0.443 -0.717 7.302 0.000
H -0.695 0.685 6.156 0.000
H 2.695 1.710 6.690 0.000
H 1.164 2.143 5.867 0.000
H 3.088 -0.233 5.161 0.000
H 2.710 1.187 4.164 0.000
```

Entry 2:
Entry from the OMol25 dataset: a molecular structure, C45H37GeN8O5S4V at a distorted geometry (ωB97M-V/def2-TZVPD).

Output
multiplicity = 4
energy above the lowest of the compared OMol25 structures with the same formula, charge and spin = 92.07 kcal/mol
orbital gap (alpha / beta) = 6.099 / 4.774 eV
⟨S²⟩ = 3.82
charge = -1

XYZ file:
```
101
Properties=species:S:1:pos:R:3:mulliken_spin:R:1
V 1.117 -1.661 0.390 2.041
S 1.467 0.193 1.774 -0.066
C 0.669 0.376 3.341 0.023
C 0.540 1.779 3.692 -0.001
N 0.444 2.897 3.966 0.003
C 0.169 -0.551 4.209 -0.004
S 0.179 -2.267 4.117 -0.013
C -0.491 -0.018 5.411 0.002
N -1.027 0.346 6.365 -0.004
O 2.208 -3.914 -2.186 0.014
C 1.441 -3.124 -1.694 0.048
O 0.688 -3.271 -0.627 -0.021
C 1.176 -1.767 -2.342 0.082
C 1.294 -1.579 -3.693 -0.035
C 0.814 -0.394 -4.214 0.057
C 0.235 0.575 -3.397 0.003
C -0.375 1.705 -4.089 0.476
C -1.357 2.667 -3.756 -0.128
C -2.185 2.772 -2.668 0.434
C -0.038 1.457 -1.028 -0.011
C 0.330 0.383 -1.992 0.087
N 0.737 -0.799 -1.503 -0.072
H 1.711 -2.371 -4.299 0.002
H 0.838 -0.221 -5.286 -0.005
H -0.039 1.780 -5.118 0.002
H -1.495 3.412 -4.536 0.005
H -2.861 3.619 -2.661 -0.032
H 0.227 1.140 -0.017 -0.035
N 8.276 -3.797 -3.072 0.000
C 7.325 -3.042 -2.381 0.000
C 6.135 -2.669 -3.008 0.001
C 5.198 -1.913 -2.335 -0.001
C 5.449 -1.500 -1.029 0.004
C 6.638 -1.847 -0.402 0.001
C 7.574 -2.612 -1.079 0.000
S 4.182 -0.670 -0.139 0.022
O 3.515 0.229 -1.045 0.003
O 4.791 -0.170 1.055 -0.001
N 3.090 -1.855 0.163 -0.043
C 3.243 -2.789 1.196 -0.004
S 4.668 -3.498 1.881 0.002
C 3.665 -4.450 2.916 0.004
C 2.364 -4.178 2.695 -0.004
N 2.137 -3.237 1.722 0.022
H 7.919 -4.346 -3.835 0.000
H 8.928 -4.301 -2.497 0.000
H 5.943 -2.994 -4.026 0.000
H 4.260 -1.647 -2.808 0.000
H 6.817 -1.511 0.612 0.000
H 8.502 -2.891 -0.592 0.000
H 4.097 -5.129 3.635 0.001
H 1.527 -4.611 3.218 -0.001
N -0.825 -1.635 0.917 -0.055
C -1.783 -2.171 1.273 0.070
N -2.908 -2.774 1.590 -0.002
C -4.014 -2.702 0.615 0.002
C -4.909 -1.535 0.980 0.001
O -5.384 -1.665 2.313 0.000
C -4.307 -1.682 3.255 0.000
C -3.369 -2.835 2.997 0.000
H -4.570 -3.638 0.680 0.000
H -3.606 -2.595 -0.388 -0.002
H -5.785 -1.507 0.334 0.000
H -4.350 -0.595 0.868 0.000
H -4.756 -1.771 4.242 0.000
H -3.755 -0.739 3.200 0.000
H -3.888 -3.786 3.119 0.001
H -2.504 -2.791 3.658 -0.001
C -2.643 -0.196 -1.789 0.026
Ge -2.014 1.547 -1.177 0.029
C 0.628 2.806 -1.241 0.062
C 1.789 2.966 -1.988 -0.007
C 2.357 4.225 -2.153 0.006
C 1.792 5.340 -1.546 -0.008
C 0.661 5.182 -0.757 0.009
C 0.087 3.927 -0.612 -0.015
C -2.784 1.970 0.539 0.009
C -2.080 1.550 1.641 0.004
C -2.520 1.857 2.954 0.001
C -3.663 2.573 3.139 0.000
C -4.433 3.016 2.030 -0.001
C -5.630 3.759 2.211 0.000
C -6.365 4.183 1.142 0.000
C -5.939 3.877 -0.173 0.007
C -4.795 3.161 -0.375 -0.018
C -3.995 2.716 0.717 -0.017
H -2.458 -0.296 -2.859 -0.003
H -3.715 -0.298 -1.604 0.002
H -2.103 -0.986 -1.264 0.009
H 2.279 2.101 -2.423 0.006
H 3.252 4.329 -2.753 0.000
H 2.239 6.319 -1.674 0.000
H 0.226 6.032 -0.246 0.001
H -0.795 3.819 0.011 0.004
H -1.154 0.995 1.532 0.004
H -1.925 1.545 3.804 0.000
H -3.996 2.823 4.142 0.000
H -5.952 3.979 3.224 0.000
H -7.280 4.741 1.296 0.000
H -6.527 4.213 -1.020 0.000
H -4.489 2.913 -1.384 0.020
```

no.,electronic energy (eV)
1,-326531.0502
2,-194971.3805